20
Properties=species:S:1:pos:R:3:forces:R:3:nbo_charge:R:1 method="wB97M-V/def2-TZVPD" total_energy_ev=-10298.95962 homo_ev=-8.82 lumo_energy_ev=0.75 max_force_ha_per_bohr=0.101 smiles=N[C@H]1[C@@H](N)[C@@H](N)[C@H]1N
N 0.89630 1.23273 -1.20238 2.24 2.17 -2.00 -0.884
C -0.32314 1.02600 -0.52829 -2.52 0.86 -0.33 -0.095
C -0.90857 -0.41771 -0.82160 1.86 0.49 -0.32 -0.089
N 0.00131 -1.19156 -1.70727 0.21 1.18 -1.76 -0.917
C -0.83193 -0.72912 0.73841 -0.27 1.53 -0.40 -0.064
N 0.16925 -1.69395 1.02138 0.32 -1.70 -0.41 -0.872
C -0.34565 0.79291 1.00074 1.49 0.31 1.05 -0.075
N 1.01313 1.07953 1.63152 -0.59 -4.50 2.20 -0.866
H 0.85881 1.84958 -2.16752 0.26 -1.99 3.83 0.401
H 1.67985 1.44241 -0.54424 -0.91 0.38 -1.14 0.410
H -1.04981 1.82962 -0.76405 0.19 -0.39 -0.11 0.182
H -1.84984 -0.36864 -1.28289 -1.56 -0.12 -0.06 0.192
H -0.33906 -1.17827 -2.86286 1.43 0.36 4.69 0.376
H 0.90713 -0.54616 -1.52114 -1.89 -1.76 -1.78 0.406
H -1.81360 -0.95840 1.10802 -0.48 -0.03 0.57 0.184
H -0.09269 -2.50762 1.60497 -0.10 1.14 -0.12 0.372
H 0.23988 -2.10443 0.08890 0.94 -0.50 0.00 0.398
H -0.96151 1.45679 1.64625 -0.47 -0.57 -1.13 0.199
H 0.74212 1.00851 2.86882 1.58 -0.22 -4.92 0.360
H 1.57447 0.05683 1.28743 -1.71 3.37 2.14 0.382